{"formula": "C13H9Cl2F13N4", "method": "the ωB97M-V functional and the def2-TZVPD basis", "fmax_ev_per_a": 3.19, "smiles": "C[C@H](Cl)[C@@H](Cl)c1nnc(CCC(F)(F)C(F)(F)C(F)(F)C(F)(F)C(F)(F)C(F)(F)F)nn1", "gap_ev": 9.0, "charge": 0, "e_homo_ha": -0.37360, "lumo_energy_ev": -1.213, "de_lowest_kcal_mol": 78.11, "spin_multiplicity": 1, "molar_mass_g_mol": 539.12, "species": ["Cl", "Cl", "F", "F", "F", "F", "F", "F", "F", "F", "F", "F", "F", "F", "F", "N", "N", "N", "N", "C", "C", "C", "C", "C", "C", "C", "C", "C", "C", "C", "C", "C", "H", "H", "H", "H", "H", "H", "H", "H", "H"], "coordinates": [[1.319, -1.897, 4.861], [0.398, -4.946, 3.830], [-1.012, 3.629, -3.822], [-2.593, 2.602, -0.648], [-0.527, 1.312, -0.128], [1.448, 3.570, -2.228], [-1.643, 1.157, -4.635], [0.779, 1.579, -3.022], [-3.646, 1.367, -3.620], [0.271, 3.382, 0.146], [-3.117, 3.703, -3.095], [2.281, 1.426, 0.224], [3.430, 2.396, -1.453], [-1.504, 4.507, -1.111], [-1.909, 0.502, -2.509], [-0.165, -1.605, -0.036], [1.844, -1.718, 1.955], [-0.542, -1.863, 1.192], [2.221, -1.460, 0.726], [-0.183, 2.479, -0.859], [2.323, 1.531, -1.173], [-1.705, -3.497, 5.061], [2.702, 0.134, -1.794], [-2.264, 1.487, -3.423], [-0.001, -2.146, 3.632], [-1.900, 2.984, -2.932], [0.484, -1.882, 2.111], [1.191, -1.399, -0.186], [1.042, 2.266, -1.827], [1.640, -1.032, -1.690], [-1.515, 3.121, -1.413], [-0.766, -3.542, 3.739], [-1.870, -2.408, 5.345], [-2.689, -4.051, 4.889], [2.145, -1.986, -2.086], [2.970, 0.296, -2.896], [-1.090, -3.994, 5.884], [3.676, -0.214, -1.304], [0.745, -0.861, -2.368], [-0.790, -1.335, 3.820], [-1.479, -3.593, 2.843]]}

{"formula": "C13H9Cl4IrN2O2S", "method": "the ωB97M-V functional and the def2-TZVPD basis", "fmax_ev_per_a": 3.75, "s_squared": 6.0381, "gap_ev": [5.2, 4.0], "charge": 0, "e_homo_ha": [-0.20420, -0.27789], "lumo_energy_ev": [-0.370, -3.606], "spin_multiplicity": 5, "molar_mass_g_mol": 591.32, "species": ["Ir", "Cl", "Cl", "Cl", "Cl", "S", "O", "O", "N", "N", "C", "C", "C", "C", "C", "C", "C", "C", "C", "C", "C", "C", "C", "H", "H", "H", "H", "H", "H", "H", "H", "H"], "coordinates": [[-0.862, -0.928, 0.816], [-4.783, 0.017, 3.414], [-2.919, 5.036, 2.833], [-0.759, 3.959, 0.630], [-4.870, 3.054, 4.275], [4.161, -2.294, -4.356], [-0.797, 1.111, 0.631], [-2.486, -0.568, 1.884], [4.818, 0.071, -3.255], [0.645, -0.959, -0.483], [-2.733, 0.717, 1.844], [-1.932, 2.996, 1.483], [1.031, -2.091, -1.167], [2.737, -0.876, -2.431], [1.953, -2.043, -2.226], [-3.734, 2.513, 3.074], [1.423, 0.201, -0.613], [3.981, -0.954, -3.300], [-2.864, 3.441, 2.445], [2.356, 0.246, -1.639], [-1.838, 1.640, 1.229], [-1.325, -2.827, 0.961], [-3.777, 1.178, 2.710], [1.307, 1.035, 0.051], [-0.548, -3.579, 1.100], [2.181, -2.953, -2.808], [-2.019, -2.812, 1.839], [2.824, 1.207, -1.744], [5.606, 0.003, -3.859], [4.719, 0.704, -2.476], [-1.889, -3.269, 0.079], [0.391, -2.976, -0.946]]}

{"formula": "C13H9FN2", "method": "the ωB97M-V functional and the def2-TZVPD basis", "fmax_ev_per_a": 5.05, "smiles": "Fc1ccccc1-n1cc2ccccc2n1", "gap_ev": 8.0, "charge": 0, "e_homo_ha": -0.29182, "lumo_energy_ev": 0.027, "spin_multiplicity": 1, "molar_mass_g_mol": 212.23, "species": ["F", "N", "N", "C", "C", "C", "C", "C", "C", "C", "C", "C", "C", "C", "C", "C", "H", "H", "H", "H", "H", "H", "H", "H", "H"], "coordinates": [[1.564, -0.780, -2.150], [0.003, -0.687, 0.294], [-0.447, 0.406, 0.990], [1.996, -0.997, 1.500], [-1.551, 0.811, 0.451], [3.560, -0.758, -0.771], [-3.055, 0.259, -1.453], [1.372, -0.857, 0.231], [2.162, -0.812, -0.952], [-2.340, 1.879, 0.813], [4.137, -0.886, 0.523], [-1.963, -0.031, -0.627], [-3.919, 1.312, -0.934], [-3.578, 2.091, 0.225], [3.402, -1.078, 1.674], [-0.929, -0.920, -0.729], [1.282, -0.965, 2.281], [5.178, -0.866, 0.640], [-4.865, 1.437, -1.548], [4.158, -0.638, -1.615], [-3.203, -0.324, -2.348], [-0.901, -1.719, -1.479], [-2.023, 2.402, 1.697], [3.976, -1.292, 2.565], [-4.018, 3.009, 0.722]]}

{"formula": "C13H9GdN2O5Se", "method": "the ωB97M-V functional and the def2-TZVPD basis", "fmax_ev_per_a": 5.08, "s_squared": 15.8520, "gap_ev": [5.5, 5.3], "charge": 2, "e_homo_ha": [-0.53984, -0.54176], "lumo_energy_ev": [-9.217, -9.406], "de_lowest_kcal_mol": 77.99, "spin_multiplicity": 8, "molar_mass_g_mol": 509.43, "species": ["Gd", "Se", "O", "O", "O", "O", "O", "N", "N", "C", "C", "C", "C", "C", "C", "C", "C", "C", "C", "C", "C", "C", "H", "H", "H", "H", "H", "H", "H", "H", "H"], "coordinates": [[0.713, 0.188, -2.710], [2.099, -1.103, -0.563], [-0.609, 3.061, -4.630], [3.127, -0.671, -5.333], [-2.902, -0.664, -2.990], [-0.272, -2.985, -4.141], [0.327, -0.184, -4.936], [0.002, -0.578, 1.372], [1.757, 0.669, 1.710], [0.899, 0.908, 2.785], [1.230, -0.262, 0.852], [0.078, -2.126, -3.468], [-1.210, -0.046, 3.527], [-0.898, -1.592, 0.840], [2.582, -0.337, -4.382], [-0.381, 1.961, -4.249], [1.110, 1.562, 3.992], [0.117, 1.420, 4.974], [-1.026, 0.626, 4.745], [-0.223, 0.127, 2.562], [-1.789, -0.328, -2.999], [-0.697, 0.572, -4.618], [-0.316, -2.405, 0.393], [2.691, 1.057, 1.603], [-2.065, -0.684, 3.310], [-1.750, 0.357, -4.989], [-1.772, 0.531, 5.535], [-1.500, -1.973, 1.670], [0.222, 1.921, 5.937], [-1.563, -1.169, 0.074], [2.019, 2.148, 4.127]]}

{"formula": "C13H9N5O7S2SeSn", "method": "the ωB97M-V functional and the def2-TZVPD basis", "fmax_ev_per_a": 0.96, "gap_ev": 6.9, "charge": -2, "e_homo_ha": -0.10222, "lumo_energy_ev": 4.085, "de_lowest_kcal_mol": 32.94, "spin_multiplicity": 1, "molar_mass_g_mol": 609.05, "species": ["Sn", "Se", "S", "S", "O", "O", "O", "O", "O", "O", "O", "N", "N", "N", "N", "N", "C", "C", "C", "C", "C", "C", "C", "C", "C", "C", "C", "C", "C", "H", "H", "H", "H", "H", "H", "H", "H", "H"], "coordinates": [[-0.801, 2.707, 0.283], [2.015, 5.246, 0.616], [2.579, -1.093, 0.810], [2.967, 1.749, -0.027], [-1.917, 0.759, 1.271], [0.868, 3.944, 0.555], [2.697, 5.169, 2.073], [3.096, 5.022, -0.563], [-4.211, -0.581, 1.166], [1.158, 6.593, 0.410], [-0.952, 2.222, -2.116], [-0.818, 0.964, -2.259], [-0.048, -0.509, 0.890], [-0.566, -2.028, -3.926], [-0.775, 1.888, -5.661], [0.604, 0.647, 0.560], [4.399, 0.627, -0.213], [-0.718, 0.504, -3.483], [-1.353, -2.840, 1.411], [-0.621, -0.903, -3.682], [-3.463, -1.713, 1.232], [-1.316, -0.348, 1.168], [1.875, 0.498, 0.452], [-3.366, -4.130, 1.321], [-1.986, -4.071, 1.424], [4.287, -0.462, 0.827], [-2.061, -1.644, 1.307], [-4.093, -2.958, 1.219], [-0.740, 1.281, -4.682], [5.282, 1.244, -0.050], [-3.881, -5.083, 1.319], [4.955, -1.301, 0.628], [4.481, -0.061, 1.822], [-0.276, -2.769, 1.461], [4.411, 0.230, -1.228], [-5.174, -2.994, 1.122], [-1.406, -4.982, 1.500], [-5.133, -0.822, 1.040]]}

{"formula": "C14H10N2PdS2", "method": "the ωB97M-V functional and the def2-TZVPD basis", "fmax_ev_per_a": 0.94, "gap_ev": 3.4, "charge": -2, "e_homo_ha": 0.05430, "lumo_energy_ev": 4.876, "spin_multiplicity": 1, "molar_mass_g_mol": 376.80, "species": ["Pd", "S", "S", "N", "N", "C", "C", "C", "C", "C", "C", "C", "C", "C", "C", "C", "C", "C", "C", "H", "H", "H", "H", "H", "H", "H", "H", "H", "H"], "coordinates": [[-0.545, -0.255, 0.911], [0.107, -3.984, -1.731], [-0.713, 1.077, 3.266], [1.771, -0.730, -0.067], [-1.286, 1.891, 0.858], [-1.818, -3.031, -0.331], [-1.516, -4.052, -1.172], [-1.440, 2.185, 2.179], [-2.195, 3.331, 2.554], [-2.576, 3.837, 0.246], [4.025, -0.407, -0.865], [-1.831, 2.704, -0.049], [-0.757, -2.061, -0.073], [-2.759, 4.143, 1.598], [0.363, -2.486, -0.789], [3.908, -1.554, -1.653], [1.645, -1.829, -0.841], [2.730, -2.267, -1.640], [2.922, -0.061, -0.096], [-3.338, 5.012, 1.893], [-1.666, 2.407, -1.080], [4.736, -1.886, -2.271], [4.931, 0.188, -0.841], [-2.312, 3.536, 3.611], [-2.998, 4.443, -0.546], [-2.802, -2.945, 0.115], [2.956, 0.814, 0.552], [2.621, -3.160, -2.247], [-2.162, -4.862, -1.493]]}